Model P:
DFT (ωB97M-V with the def2-TZVPD basis set) results for 2 unconnected molecules or ions with the total composition C4H8N2O5S.

Last column: natural (NBO) charge in e.
Atoms and positions in Å:
C: 3.38348 -0.51741 1.51747  -0.30
C: 2.08371 -0.23064 1.39349  -0.32
C: 1.19281 -0.64312 2.51425  0.57
C: -1.73005 1.12635 -3.33214  -0.27
N: -1.05003 -0.79025 1.82588  -0.30
N: -0.06654 -0.24504 2.23777  -0.12
O: 1.44805 -1.09072 3.63061  -0.55
O: -2.46397 0.41407 -0.31031  -0.86
O: -0.62266 -1.17712 -0.53464  -0.93
O: -1.47448 0.06722 -2.45982  -0.72
O: -0.10617 1.17798 -0.78533  -0.93
S: -1.06617 0.11703 -0.91340  2.58
H: 4.06007 -0.10299 0.79605  0.21
H: 3.65939 -0.95796 2.56173  0.24
H: 1.51725 0.11386 0.56520  0.24
H: -1.48965 2.15394 -2.96498  0.21
H: -2.78962 0.98653 -3.75294  0.20
H: -1.16564 0.96376 -4.26929  0.20
H: -1.04429 -1.76863 1.61986  0.33
H: -2.27550 0.40315 0.66053  0.53

Properties
Frontier orbital gap in eV: 9.6
HOMO in eV: -9.47

Model Q:
DFT (ωB97M-V with the def2-TZVPD basis set) results for a molecular structure, C4H8N2O5S.

Last column: natural (NBO) charge in e.
Atoms and positions in Å:
C: -0.64971 -0.17454 0.48088  0.35
C: 0.29803 0.69360 0.01125  -0.22
C: -0.78418 -0.47627 1.91738  -0.67
C: -1.20066 -0.91927 -1.78447  -0.40
N: 0.75609 1.85328 0.15092  0.41
N: -1.21680 -1.07909 -0.31309  -0.44
O: 2.92413 -0.70051 0.68961  -0.90
O: -0.32137 2.83288 0.53610  -0.65
O: 1.84577 2.26722 -0.01280  -0.35
O: 2.69654 0.16647 -1.57554  -0.89
O: 1.34550 -1.74221 -0.86571  -0.96
S: 2.13525 -0.55076 -0.51356  2.40
H: 0.24574 -0.65444 2.37099  0.29
H: -1.58140 -1.31180 1.90452  0.21
H: -1.14465 0.33859 2.56464  0.26
H: -0.91665 -1.81201 -2.22911  0.23
H: -2.10421 -0.56463 -2.13258  0.20
H: -0.45641 -0.12597 -1.92180  0.24
H: -1.83868 -1.77998 0.09990  0.41
H: -0.03232 3.73942 0.62247  0.49

Properties
Frontier orbital gap (alpha / beta) in eV: 8.7 / 8.7
HOMO (alpha / beta) in eV: -9.67 / -9.67

Last place for stability: model Q